(1)
# C24H68N4O12

A 8-piece molecular cluster, C24H68N4O12 overall (ωB97M-V/def2-TZVPD, the OMol25 dataset).

Atoms and positions in Å:
1 C -3.8244 1.4044 -3.1845
2 O -3.8057 1.2076 -4.5894
3 C -5.0959 0.9500 -5.1508
4 C -4.8947 0.4443 -6.5966
5 C -6.2193 0.0658 -7.2546
6 N -4.0270 -0.7031 -6.5814
7 H -4.5554 2.0717 -2.7279
8 H -2.8622 1.7752 -2.8314
9 H -4.0718 0.4660 -2.6882
10 H -5.6813 0.3374 -4.4651
11 H -5.6923 1.8608 -5.0966
12 H -4.4099 1.2020 -7.2122
13 H -5.9982 -0.0508 -8.3155
14 H -6.8901 0.9223 -7.1875
15 H -6.6908 -0.8145 -6.8178
16 H -3.2241 -0.4739 -6.0131
17 H -3.6968 -0.8783 -7.5196
18 C 2.7737 -2.7023 1.4462
19 O 2.8986 -3.0216 2.8651
20 C 4.2167 -3.3967 3.3006
21 C 4.2954 -3.6874 4.8346
22 C 5.8065 -3.8022 5.1102
23 N 3.5625 -4.8983 5.2358
24 H 2.9029 -3.6337 0.8950
25 H 3.5075 -2.0161 1.0234
26 H 1.7790 -2.3305 1.2003
27 H 4.4920 -4.2556 2.6885
28 H 4.9469 -2.7183 2.8595
29 H 3.9760 -2.8383 5.4389
30 H 6.2616 -4.7109 4.7161
31 H 6.0613 -3.7175 6.1666
32 H 6.3477 -2.9741 4.6525
33 H 3.6074 -5.1082 6.2228
34 H 4.0756 -5.6162 4.7444
35 C 2.1148 0.9890 2.3186
36 O 2.1796 1.4655 0.9998
37 C 3.4479 1.0973 0.3754
38 C 3.8680 2.2866 -0.5500
39 C 2.8916 2.6362 -1.7556
40 N 5.1535 1.9279 -1.1598
41 H 1.1513 1.3216 2.7047
42 H 2.9511 1.3425 2.9219
43 H 2.2042 -0.0967 2.2821
44 H 4.2132 0.8242 1.1020
45 H 3.1685 0.1978 -0.1731
46 H 4.0371 3.1855 0.0429
47 H 2.9411 1.8048 -2.4586
48 H 3.1168 3.5597 -2.2891
49 H 1.8568 2.6129 -1.4139
50 H 5.8438 1.7625 -0.4412
51 H 5.5703 2.7491 -1.5745
52 C -3.4365 8.2409 -0.4447
53 O -2.9980 6.9054 -0.3059
54 C -3.7524 6.0052 0.5347
55 C -3.2078 4.5636 0.7604
56 C -1.9580 4.5631 1.5166
57 N -2.9890 4.0151 -0.5824
58 H -3.0762 8.9152 0.3323
59 H -4.5231 8.1561 -0.4269
60 H -3.0903 8.6585 -1.3901
61 H -3.9093 6.3592 1.5536
62 H -4.7554 5.9619 0.1101
63 H -3.8851 3.8681 1.2559
64 H -1.5845 3.5608 1.7264
65 H -1.9751 4.9715 2.5271
66 H -1.0925 4.9446 0.9750
67 H -3.8744 4.1858 -1.0374
68 H -2.4212 4.7341 -1.0076
69 O 0.1115 -4.2485 1.3483
70 C -1.1962 -4.5587 0.7833
71 C -0.9815 -4.6366 -0.6993
72 O -0.8207 -3.3794 -1.2878
73 H 0.5330 -3.5944 0.7860
74 H -1.6218 -5.4521 1.2404
75 H -1.9290 -3.7752 0.9757
76 H -1.8302 -4.9584 -1.3029
77 H -0.1259 -5.1653 -1.1194
78 H -1.5816 -3.0365 -1.7622
79 O 1.8436 -3.2407 -4.5355
80 C 2.4621 -3.1326 -3.2528
81 C 2.2553 -1.7623 -2.5440
82 O 1.4434 -1.9821 -1.4059
83 H 0.9282 -3.5259 -4.4875
84 H 2.2441 -4.0175 -2.6549
85 H 3.5309 -3.1903 -3.4588
86 H 1.8815 -1.0088 -3.2372
87 H 3.2044 -1.3928 -2.1557
88 H 0.5803 -2.2654 -1.7163
89 O 0.1086 -1.9007 3.5313
90 C 0.0475 -0.9851 4.6991
91 C 1.2894 -1.2539 5.5653
92 O 1.2178 -2.6079 6.0482
93 H -0.3450 -1.4469 2.8173
94 H 0.1639 0.0274 4.3128
95 H -0.8492 -1.2031 5.2793
96 H 1.1517 -0.6017 6.4277
97 H 2.1970 -1.0633 4.9925
98 H 0.4428 -2.5863 6.6145
99 O -1.3213 -0.5539 1.7293
100 C -0.5787 -0.3507 0.5077
101 C -0.7812 1.1151 0.0288
102 O -2.1506 1.3763 -0.0978
103 H -2.0131 0.1115 1.7143
104 H 0.4532 -0.6448 0.6996
105 H -1.0936 -1.0605 -0.1397
106 H -0.3594 1.2290 -0.9698
107 H -0.2498 1.7702 0.7191
108 H -2.3132 2.3179 -0.1904

Its frontier orbital gap is 8.8 eV. For the relative energy (zero: lowest compared OMol25 entry of this formula, charge and spin), the calculation gives 2.925 eV. The highest occupied orbital energy comes out at -8.52 eV. The calculation puts the LUMO energy at 0.33 eV.

Here are the Mulliken charges for atoms 1 to 5, given in e: atom 1 (C): -0.773, atom 2 (O): -0.340, atom 3 (C): -0.891, atom 4 (C): 0.651, atom 5 (C): -1.434

=====

(2)
# C24H27GeN3O5Ti

C24H27GeN3O5Ti as an isolated structure (ωB97M-V/def2-TZVPD, the OMol25 dataset).

Atoms and positions in Å:
1 Ti 0.2958 -0.9793 -0.0470
2 C 4.9569 -2.0125 0.5886
3 C 4.2086 -0.7570 0.3229
4 N 2.8944 -0.6065 0.1565
5 C 2.7348 0.7432 -0.0872
6 C 3.8928 1.4211 -0.0673
7 N 4.8301 0.4372 0.1903
8 C 3.9300 2.8931 -0.3373
9 O 5.0593 3.5792 -0.2809
10 O 2.8744 3.4053 -0.5784
11 C 1.3067 0.9184 -0.3445
12 O 0.5056 0.8340 0.6638
13 O 0.8701 0.3781 -1.4144
14 H 4.4706 -2.8508 0.0955
15 H 5.0179 -2.2079 1.6599
16 H 5.9743 -1.9428 0.2070
17 H 5.8320 0.5506 0.2463
18 H 5.8426 3.0737 -0.0316
19 O -1.4062 -1.3190 -0.7760
20 C -2.2409 -0.7797 -1.6565
21 C -1.7737 -0.4709 -3.0331
22 C -1.8191 1.0416 -3.3525
23 C -3.2118 1.5670 -3.6811
24 C -4.2195 1.4791 -2.5398
25 C -4.5284 0.0592 -2.0859
26 N -3.4450 -0.5404 -1.2594
27 H -2.4181 -1.0101 -3.7366
28 H -0.7626 -0.8568 -3.1438
29 H -1.1665 1.1929 -4.2118
30 H -1.3771 1.6030 -2.5253
31 H -3.6029 1.0281 -4.5497
32 H -3.1213 2.6087 -3.9885
33 H -5.1657 1.9111 -2.8681
34 H -3.8939 2.0715 -1.6800
35 H -4.7014 -0.6040 -2.9360
36 H -5.4143 0.0319 -1.4567
37 H -3.6649 -0.7586 -0.2945
38 Ge -0.8690 -4.2375 -0.2038
39 C 0.3593 -3.2857 0.9327
40 C -0.0334 -2.4317 1.9998
41 C 0.8252 -2.1802 3.0559
42 C 2.0521 -2.8426 3.1174
43 C 2.4463 -3.6980 2.0993
44 C 1.6291 -3.8950 0.9936
45 C -2.5754 -4.7533 0.2933
46 C -3.1071 -4.4981 1.5729
47 C -4.3474 -5.0034 1.8974
48 C -5.0565 -5.7605 0.9624
49 C -4.5368 -6.0210 -0.3021
50 C -3.2942 -5.5239 -0.6444
51 H -0.2518 -4.7003 -1.5151
52 H -1.0320 -1.9957 1.9855
53 H 0.5273 -1.5060 3.8486
54 H 2.6954 -2.6931 3.9753
55 H 3.3915 -4.2200 2.1653
56 H 1.9636 -4.5528 0.1975
57 H -2.5453 -3.9408 2.3123
58 H -4.7647 -4.8298 2.8799
59 H -6.0246 -6.1622 1.2330
60 H -5.0952 -6.6202 -1.0079
61 H -2.8817 -5.7413 -1.6230

The spin multiplicity is 2. Its frontier orbital gap (spin up / spin down) is 6.8 / 6.9 eV. Its net charge is +3. For the relative energy (zero: lowest compared OMol25 entry of this formula, charge and spin), the calculation gives 3.062 eV. The highest occupied orbital energy (spin up / spin down) comes out at -17.51 / -17.52 eV. The calculation puts the LUMO energy (spin up / spin down) at -10.68 / -10.65 eV.

Here are the natural (NBO) charges for atoms 1 to 5, given in e: atom 1 (Ti): 1.749, atom 2 (C): -0.667, atom 3 (C): 0.441, atom 4 (N): -0.542, atom 5 (C): 0.027

=====

(3)
# C9H19NO

C9H19NO in the gas phase (ωB97M-V/def2-TZVPD, the OMol25 dataset).

Atoms and positions in Å:
1 C -4.9352 -0.1397 -0.0811
2 C -3.5699 -0.3314 0.1647
3 C -2.5747 0.8717 0.3502
4 O -1.4461 0.3674 -0.2149
5 C -0.4565 1.1758 -0.1557
6 C 0.7638 0.7579 -0.5708
7 N 1.4995 -0.1072 0.4567
8 C 2.9327 -0.1576 -0.2954
9 C 3.7859 1.0395 0.0879
10 C 0.9156 -1.2217 0.5717
11 C 0.5913 -2.2672 -0.2787
12 H -5.7452 -1.0017 -0.1767
13 H -5.3628 0.8056 -0.2493
14 H -3.2793 -1.1505 0.2819
15 H -2.5223 0.9800 1.4518
16 H -3.0809 1.5362 -0.0747
17 H -0.8381 2.3493 -0.3131
18 H -0.3295 1.7217 0.8264
19 H 1.3136 1.8085 -0.7151
20 H 0.5626 0.4383 -1.5044
21 H 3.3761 -1.2442 0.2161
22 H 3.0216 -0.2705 -1.2226
23 H 4.9133 0.7472 -0.0736
24 H 3.7069 1.4187 1.2659
25 H 3.4372 2.0036 -0.4623
26 H 1.5181 -1.6101 1.5965
27 H -0.0740 -0.9338 1.0601
28 H 0.2856 -3.3025 0.0871
29 H 1.5438 -2.5460 -0.8458
30 H 0.0470 -1.7374 -1.1828

Its frontier orbital gap is 9.7 eV. For the relative energy (zero: lowest compared OMol25 entry of this formula, charge and spin), the calculation gives 11.902 eV. The highest occupied orbital energy comes out at -8.75 eV. The calculation puts the LUMO energy at 0.96 eV.

Here are the natural (NBO) charges for atoms 1 to 5, given in e: atom 1 (C): -0.412, atom 2 (C): -0.098, atom 3 (C): -0.088, atom 4 (O): -0.512, atom 5 (C): -0.069

=====

(4)
# C3H7NO3

A 2-piece molecular cluster, C3H7NO3 overall (ωB97M-V/def2-TZVPD, the OMol25 dataset).

Atoms and positions in Å:
1 H -0.4526 -0.8560 -1.9982
2 N -1.1833 -0.3179 -1.5314
3 C -0.8056 0.8916 -1.2820
4 O 0.2253 1.4234 -1.9597
5 H -1.4911 1.6515 -0.8867
6 H 1.0314 0.8994 -2.0380
7 C 1.2979 -0.3859 1.2680
8 C -0.1814 -0.1822 1.2205
9 O -0.8074 0.7287 1.7171
10 O -0.8442 -1.4041 0.8469
11 H 1.7798 0.2951 0.5622
12 H 1.6446 -0.1867 2.2843
13 H 1.5750 -1.4078 1.0031
14 H -1.7882 -1.1491 0.7941

Its frontier orbital gap is 10.5 eV. For the relative energy (zero: lowest compared OMol25 entry of this formula, charge and spin), the calculation gives 2.142 eV. The highest occupied orbital energy comes out at -10.01 eV. The calculation puts the LUMO energy at 0.53 eV.

Here are the natural (NBO) charges for atoms 1 to 5, given in e: atom 1 (H): 0.332, atom 2 (N): -0.673, atom 3 (C): 0.372, atom 4 (O): -0.708, atom 5 (H): 0.188

=====

(5)
# C14H34Be3N3O9

C14H34Be3N3O9 as an isolated structure (ωB97M-V/def2-TZVPD, the OMol25 dataset).

Atoms and positions in Å:
1 Be 0.7670 -4.4121 -0.1550
2 Be -0.2054 1.8230 0.1243
3 Be 2.4141 -0.1422 2.6402
4 C 1.1354 -1.4181 0.1218
5 O 1.2563 -0.2069 0.3752
6 O 0.4450 -1.8412 -0.7501
7 O 1.7253 -2.1926 0.8949
8 O 2.2184 4.4641 2.6182
9 C 1.3100 3.5131 2.0664
10 O 1.5558 2.2799 1.9407
11 O 0.2792 3.8574 1.5380
12 H 1.5826 5.1658 2.7762
13 C 1.9467 -6.4681 3.8785
14 C 1.2352 -6.0013 2.6808
15 C 0.0674 -5.1551 3.1035
16 O -0.5105 -4.3729 2.0470
17 C -1.5975 -3.6108 2.5331
18 N 2.2322 -5.2565 1.9031
19 H 2.7221 -7.1892 3.6197
20 H 1.2798 -6.6808 4.7141
21 H 2.5631 -5.6755 4.3025
22 H 0.7799 -6.8675 2.2007
23 H 0.2680 -4.4501 3.9103
24 H -0.7335 -5.7850 3.4908
25 H -2.3605 -4.2368 2.9957
26 H -2.1242 -3.0586 1.7549
27 H -1.2963 -2.8596 3.2633
28 H 3.1066 -5.7431 2.0402
29 H 2.4198 -4.3109 2.2041
30 C -2.3275 -0.4605 -3.3614
31 C -2.0527 0.7427 -2.5289
32 C -3.1743 0.8380 -1.4274
33 O -2.6207 1.6574 -0.3553
34 C -3.7464 2.2216 0.4031
35 N -0.7120 0.5324 -2.0732
36 H -1.6647 -0.6386 -4.2082
37 H -3.3453 -0.4210 -3.7494
38 H -2.3551 -1.3888 -2.7909
39 H -2.1005 1.6966 -3.0542
40 H -3.4198 -0.1470 -1.0305
41 H -4.0830 1.2943 -1.8201
42 H -4.3806 1.4832 0.8936
43 H -4.3756 2.8123 -0.2627
44 H -3.5710 3.0209 1.1231
45 H -0.0780 0.5278 -2.8595
46 H -0.5003 -0.2530 -1.4744
47 C 0.0451 5.2108 -3.3027
48 C 0.2454 3.9162 -2.5468
49 C 1.6732 3.5532 -2.3446
50 O 1.7861 2.3283 -1.5458
51 C 3.1397 1.9508 -1.2844
52 N -0.4023 4.1045 -1.2200
53 H 0.4126 6.0450 -2.7050
54 H -1.0227 5.3447 -3.4761
55 H 0.6417 5.1334 -4.2116
56 H -0.2773 3.0504 -2.9532
57 H 2.2137 4.4412 -2.0169
58 H 2.1321 3.3374 -3.3094
59 H 3.5287 2.7548 -0.6596
60 H 3.8168 1.8670 -2.1344
61 H 3.3052 1.0514 -0.6913
62 H 0.1169 4.7195 -0.6099
63 H -1.3291 4.5050 -1.2458

Its frontier orbital gap is 3.5 eV. Its net charge is +3. For the relative energy (zero: lowest compared OMol25 entry of this formula, charge and spin), the calculation gives 0.000 eV. The highest occupied orbital energy comes out at -16.78 eV. The calculation puts the LUMO energy at -13.28 eV.

Here are the natural (NBO) charges for atoms 1 to 5, given in e: atom 1 (Be): 1.537, atom 2 (Be): 1.552, atom 3 (Be): 1.489, atom 4 (C): 0.918, atom 5 (O): -0.875

=====

(6)
# C3H12N2O3

A 3-piece molecular cluster, C3H12N2O3 overall (ωB97M-V/def2-TZVPD, the OMol25 dataset).

Atoms and positions in Å:
1 N 0.4835 2.8019 0.8553
2 C 0.9909 1.7688 0.0243
3 C -0.0760 0.7995 -0.7062
4 N -0.6514 -0.2101 0.2138
5 C -1.9613 -0.3421 0.5512
6 O -2.3848 -1.2538 1.2269
7 H 0.0843 3.6846 0.4317
8 H -0.1070 2.5716 1.5664
9 H 1.6670 1.2794 0.7630
10 H 1.5711 2.2722 -0.7992
11 H -0.8814 1.3951 -1.2182
12 H 0.3099 0.1133 -1.6161
13 H 0.1320 -1.0261 0.2992
14 H -2.6667 0.4133 0.0935
15 O 1.8900 -1.9629 -1.1250
16 H 2.6333 -1.7689 -0.4901
17 H 1.3079 -2.5281 -0.7729
18 O -0.4583 -2.7336 0.2069
19 H -0.9910 -2.6297 -0.5696
20 H -0.8922 -2.6442 1.0650

Its frontier orbital gap is 9.7 eV. For the relative energy (zero: lowest compared OMol25 entry of this formula, charge and spin), the calculation gives 2.466 eV. The highest occupied orbital energy comes out at -8.98 eV. The calculation puts the LUMO energy at 0.76 eV.

Here are the natural (NBO) charges for atoms 1 to 5, given in e: atom 1 (N): -0.845, atom 2 (C): -0.225, atom 3 (C): -0.254, atom 4 (N): -0.675, atom 5 (C): 0.522

=====

(7)
# CH3Cl2N3

A 2-piece molecular cluster, CH3Cl2N3 overall (ωB97M-V/def2-TZVPD, the OMol25 dataset).

Atoms and positions in Å:
1 Cl -2.7443 1.2561 0.0812
2 N -1.5388 0.1909 -0.4884
3 Cl -1.8909 -1.4920 -0.3232
4 H -1.1205 0.4565 -1.3529
5 N 1.7893 -0.0145 -0.7392
6 C 1.3865 -0.1504 0.3785
7 N 1.0368 -0.6624 1.4169
8 H 1.5837 0.8494 -1.1992
9 H 1.4981 -0.4335 2.2263

Its frontier orbital gap is 9.4 eV. For the relative energy (zero: lowest compared OMol25 entry of this formula, charge and spin), the calculation gives 1.030 eV. The highest occupied orbital energy comes out at -9.34 eV. The calculation puts the LUMO energy at 0.05 eV.

Here are the natural (NBO) charges for atoms 1 to 5, given in e: atom 1 (Cl): 0.145, atom 2 (N): -0.677, atom 3 (Cl): 0.148, atom 4 (H): 0.386, atom 5 (N): -0.721

=====

(8)
# CHClNOP

CHClNOP in the gas phase (ωB97M-V/def2-TZVPD, the OMol25 dataset).

Atoms and positions in Å:
1 O 2.6111 -0.5787 -0.2392
2 C 1.5638 -0.1658 -0.1009
3 N 0.3994 0.4007 0.0065
4 P -1.1205 -0.0136 0.7180
5 Cl -2.0860 1.3635 -0.3269
6 H -1.3679 -1.0061 -0.0576

Its frontier orbital gap is 10.0 eV. For the relative energy (zero: lowest compared OMol25 entry of this formula, charge and spin), the calculation gives 0.553 eV. The highest occupied orbital energy comes out at -9.55 eV. The calculation puts the LUMO energy at 0.48 eV.

Here are the natural (NBO) charges for atoms 1 to 5, given in e: atom 1 (O): -0.457, atom 2 (C): 0.907, atom 3 (N): -0.929, atom 4 (P): 0.849, atom 5 (Cl): -0.267

=====

Q: Look up the relative energy (zero: lowest compared OMol25 entry of this formula, charge and spin) of the fourth one.
A: 2.142 eV

=====

Q: Which value of relative energy (zero: lowest compared OMol25 entry of this formula, charge and spin) does entry 7 give?
A: 1.030 eV

=====

Q: The highest relative energy (zero: lowest compared OMol25 entry of this formula, charge and spin) belongs to which entry?
A: C9H19NO